(1)
C18H29AsBF4N5O2S3Tc | ωB97M-V/def2-TZVPD

Output
- Expectation value of S²: 3.783
- LUMO level (spin up / spin down): -5.44 / -7.07 eV
- Energy relative to the best compared isomer or geometry (same formula, charge and spin): 0.00 kcal/mol
- Gap between HOMO and LUMO (spin up / spin down): 8.397 / 6.759 eV
- Max |F|: 3.05 eV Å⁻¹

ORCA input file:
```
! RIJCOSX wB97M-V def2-TZVPD def2/J DEFGRID3
* xyz 2 4
Tc -0.544 0.449 0.108
C 2.105 1.755 3.287
As 0.275 1.461 3.675
C 0.000 -0.240 4.399
C -0.133 2.901 4.731
S -1.081 1.838 2.031
H 2.597 1.911 4.264
H 2.359 2.630 2.631
H 2.502 0.833 2.868
H 0.332 -0.318 5.424
H 0.484 -1.079 3.833
H -1.035 -0.439 4.383
H 0.040 2.808 5.806
H -1.140 3.312 4.524
H 0.531 3.669 4.388
F -1.460 2.651 -2.778
B -2.567 2.045 -2.412
F -2.684 0.711 -2.756
F -3.660 2.728 -2.074
F -1.813 1.661 -0.690
C -5.458 -1.782 -0.374
N -4.135 -1.690 0.212
C -3.827 -2.608 1.308
C -3.210 -0.867 -0.234
O -1.998 -0.920 0.192
H -5.647 -2.808 -0.647
H -5.359 -1.211 -1.282
H -6.230 -1.366 0.212
H -4.279 -2.251 2.274
H -2.769 -2.722 1.490
H -4.201 -3.629 0.982
H -3.538 -0.141 -0.982
N 1.511 5.093 -1.688
C 1.828 3.926 -1.081
C 0.799 3.119 -0.556
N 1.043 1.848 -0.236
C 2.329 1.517 -0.263
C 3.364 2.443 -0.488
N 3.105 3.638 -0.931
H 0.603 5.245 -2.118
H 2.293 5.726 -1.797
H -0.227 3.523 -0.448
H 2.457 0.468 0.026
H 4.384 2.198 -0.157
C -0.241 -1.244 -4.083
S -0.312 -1.673 -2.327
O -0.150 -0.202 -1.706
C 1.286 -2.485 -2.088
C 2.455 -1.957 -2.532
C 3.638 -2.749 -2.499
C 3.545 -3.980 -1.861
C 2.370 -4.466 -1.368
C 1.164 -3.704 -1.433
H 0.579 -0.537 -4.198
H -1.248 -0.670 -4.251
H -0.159 -2.126 -4.709
H 2.539 -0.997 -3.032
H 4.525 -2.318 -2.917
H 4.491 -4.527 -1.838
H 2.260 -5.493 -0.930
H 0.184 -4.115 -1.101
S 2.797 -2.409 1.788
C 1.614 -1.575 1.152
N 0.719 -0.809 0.880
*
```


(2)
C20H32NO4 | ωB97M-V/def2-TZVPD

Output
- LUMO level: 1.93 eV
- Gap between HOMO and LUMO: 5.766 eV
- Max |F|: 5.85 eV Å⁻¹
- SMILES: CC(C)(C)CC(C)(C)c1ccc(OCCOCCNCC(=O)[O-])cc1

ORCA input file:
```
! RIJCOSX wB97M-V def2-TZVPD def2/J DEFGRID3
* xyz -1 1
C -2.656 -0.281 -2.818
C -3.396 -1.062 -1.585
C -2.372 -2.214 -1.145
C -4.768 -1.645 -2.259
C -3.696 0.063 -0.486
C -3.828 -0.421 1.036
C -4.626 -1.790 1.277
C -4.703 0.738 1.796
C -2.374 -0.365 1.736
C -1.454 -1.583 1.989
C -0.036 -1.515 2.622
C 0.535 -0.143 3.046
O 1.862 0.028 3.605
C 2.580 0.785 2.568
C 4.046 0.216 2.245
O 4.230 0.333 0.796
C 4.484 1.705 0.422
C 4.783 1.851 -1.172
N 5.858 0.927 -1.649
C 6.372 1.575 -2.928
C 6.796 0.476 -4.029
O 6.289 0.484 -5.214
O 7.697 -0.490 -3.605
C -0.379 1.125 2.857
C -1.808 1.029 2.216
H -1.586 -0.069 -2.428
H -2.524 -0.947 -3.737
H -3.125 0.739 -3.034
H -2.837 -3.004 -0.436
H -2.127 -2.809 -2.111
H -1.371 -1.843 -0.747
H -5.010 -0.954 -3.153
H -5.643 -1.663 -1.519
H -4.522 -2.670 -2.698
H -4.620 0.651 -0.809
H -2.804 0.803 -0.520
H -4.128 -2.455 2.085
H -5.674 -1.548 1.706
H -4.755 -2.453 0.360
H -4.546 0.681 2.939
H -5.809 0.607 1.524
H -4.359 1.743 1.364
H -1.833 -2.615 1.653
H 0.554 -2.480 2.742
H 2.659 1.894 2.858
H 2.003 0.775 1.566
H 4.881 0.771 2.807
H 4.176 -0.898 2.527
H 3.597 2.420 0.621
H 5.390 2.125 0.982
H 3.820 1.650 -1.788
H 5.043 2.970 -1.314
H 5.346 0.086 -1.985
H 5.491 2.178 -3.380
H 7.196 2.335 -2.692
H 0.045 2.141 3.195
H -2.361 2.015 2.099
*
```


(3)
C4H6O2 | ωB97M-V/def2-TZVPD

Output
- LUMO level: -0.11 eV
- Energy relative to the best compared isomer or geometry (same formula, charge and spin): 104.17 kcal/mol
- Gap between HOMO and LUMO: 10.169 eV
- Max |F|: 8.01 eV Å⁻¹

ORCA input file:
```
! RIJCOSX wB97M-V def2-TZVPD def2/J DEFGRID3
* xyz 0 1
C -0.047 0.326 0.873
C -1.043 -0.002 -0.246
C 0.101 -1.099 -0.580
C 0.960 -0.202 0.057
H 1.110 1.897 0.100
H -0.378 -0.286 1.846
H -0.944 0.964 -0.898
H -2.108 -0.461 0.006
H -0.387 -2.072 0.002
H 0.351 -1.252 -1.713
O 0.334 1.781 0.903
O 2.052 0.405 -0.351
*
```


(4)
C10H16Cl2CoN2 | ωB97M-V/def2-TZVPD

Output
- Expectation value of S²: 6.027
- LUMO level (spin up / spin down): 3.31 / 3.29 eV
- Energy relative to the best compared isomer or geometry (same formula, charge and spin): 40.39 kcal/mol
- Gap between HOMO and LUMO (spin up / spin down): 6.643 / 7.813 eV
- Max |F|: 3.69 eV Å⁻¹

ORCA input file:
```
! RIJCOSX wB97M-V def2-TZVPD def2/J DEFGRID3
* xyz -1 5
Co -1.046 -0.182 -1.102
Cl 0.062 -0.727 -2.807
Cl -3.040 -0.619 -1.937
C -1.864 1.415 -0.434
H -1.412 2.278 0.091
H -2.893 1.652 -0.761
C 1.201 -0.663 0.115
C 0.613 0.568 0.374
H 0.820 -1.565 0.601
C 1.270 1.838 -0.053
H -0.079 0.683 1.207
C 2.125 1.622 -1.315
H 0.526 2.621 -0.223
H 1.922 2.180 0.768
C 3.131 0.484 -1.138
H 1.470 1.372 -2.159
H 2.647 2.553 -1.570
C 2.490 -0.835 -0.631
H 3.634 0.300 -2.094
H 3.906 0.787 -0.423
H 2.321 -1.499 -1.493
H 3.219 -1.364 0.011
N -2.295 -0.249 1.382
C -2.858 -0.945 2.380
C -2.525 -2.289 2.179
C -1.744 -2.342 1.021
N -1.607 -1.066 0.536
H -2.421 0.743 1.042
H -3.451 -0.438 3.115
H -2.825 -3.116 2.799
H -1.299 -3.194 0.519
*
```


(5)
C39H50N2O | ωB97M-V/def2-TZVPD

Output
- LUMO level: -1.68 eV
- Energy relative to the best compared isomer or geometry (same formula, charge and spin): 1.36 kcal/mol
- Gap between HOMO and LUMO: 3.605 eV
- Max |F|: 2.71 eV Å⁻¹

ORCA input file:
```
! RIJCOSX wB97M-V def2-TZVPD def2/J DEFGRID3
* xyz 0 1
C 5.974 2.841 1.026
C 5.719 2.376 2.454
N 4.489 1.641 2.642
C 4.151 1.476 4.037
C 2.760 0.908 4.251
C 2.528 -0.240 3.275
C 2.621 0.297 1.883
C 3.725 1.154 1.625
C 4.040 1.443 0.271
C 3.042 1.325 -0.683
C 1.851 0.564 -0.435
C 0.910 0.306 -1.468
C 0.434 -1.008 -1.863
C 1.021 -1.712 -2.949
C 0.717 -3.034 -3.223
C -0.420 -3.639 -2.623
N -0.875 -4.843 -3.065
C -0.367 -5.428 -4.284
C 1.128 -5.251 -4.426
C 1.613 -3.829 -4.109
C -2.209 -5.284 -2.723
C -2.522 -5.037 -1.259
C -2.199 -3.608 -0.813
C -1.076 -2.957 -1.559
C -0.637 -1.683 -1.210
C 1.719 0.014 0.874
C 5.455 1.839 -0.003
H 5.486 3.809 0.856
H 7.056 2.974 0.929
H 6.552 1.727 2.784
H 5.715 3.235 3.146
H 4.900 0.817 4.507
H 4.251 2.456 4.533
H 2.668 0.585 5.292
H 2.018 1.695 4.069
H 3.333 -0.989 3.412
H 1.580 -0.756 3.446
H 3.181 1.786 -1.669
H 0.804 1.101 -2.201
H 1.781 -1.198 -3.540
H -0.621 -6.491 -4.252
H -0.859 -4.985 -5.167
H 1.648 -5.947 -3.756
H 1.401 -5.509 -5.451
H 1.757 -3.250 -5.033
H 2.605 -3.912 -3.636
H -2.966 -4.785 -3.356
H -2.244 -6.353 -2.961
H -3.583 -5.255 -1.107
H -1.938 -5.736 -0.646
H -3.098 -2.986 -0.900
H -1.957 -3.639 0.260
H -1.131 -1.148 -0.394
H 0.830 -0.591 1.078
H 5.524 2.237 -1.017
H 6.113 0.957 0.061
C -4.190 2.985 -2.526
C -3.097 2.266 -1.747
C -3.473 0.774 -1.640
C -1.761 2.442 -2.471
C -2.982 2.844 -0.338
C -2.048 2.203 0.581
O -1.036 1.572 0.153
C -2.368 2.343 2.001
C -1.880 1.270 2.975
C -2.410 1.515 4.383
C -0.360 1.320 3.011
C -2.388 -0.105 2.494
C -3.142 3.414 2.410
C -3.869 4.160 1.481
C -3.753 3.899 0.115
H -3.917 4.034 -2.669
H -4.322 2.512 -3.504
H -5.139 2.936 -1.982
H -2.643 0.172 -1.245
H -4.338 0.645 -0.969
H -3.744 0.388 -2.633
H -0.949 2.098 -1.825
H -1.751 1.864 -3.402
H -1.599 3.502 -2.687
H -3.501 1.576 4.380
H -2.112 0.693 5.040
H -2.012 2.448 4.788
H 0.039 1.310 1.993
H -0.009 2.242 3.487
H 0.036 0.463 3.565
H -1.893 -0.422 1.566
H -2.210 -0.868 3.265
H -3.472 -0.059 2.302
H -3.217 3.653 3.474
H -4.574 4.912 1.835
H -4.314 4.519 -0.596
*
```


(6)
C5H16BrO6PSSb | ωB97M-V/def2-TZVPD

Output
- LUMO level: 2.22 eV
- Gap between HOMO and LUMO: 5.202 eV
- Max |F|: 4.00 eV Å⁻¹

ORCA input file:
```
! RIJCOSX wB97M-V def2-TZVPD def2/J DEFGRID3
* xyz -1 1
O -0.821 0.039 -0.036
P -1.192 -1.197 -1.138
O -1.632 -0.582 -2.668
Sb 0.626 -2.964 -1.285
C 1.761 -1.912 -2.877
C 2.223 -0.470 -2.509
C 3.367 -0.473 -1.434
Br 4.939 0.560 -2.097
H -0.057 0.554 -0.355
H -2.448 -0.089 -2.504
H 1.626 -2.113 -0.093
H -0.251 -3.834 -0.029
H -0.330 -3.754 -2.550
H 1.775 -4.303 -1.382
H 1.256 -1.901 -3.866
H 2.695 -2.499 -3.045
H 2.697 -0.057 -3.423
H 1.384 0.192 -2.230
H 3.002 0.037 -0.531
H 3.706 -1.483 -1.179
C -3.065 3.121 3.367
C -1.580 3.321 3.136
O -0.985 2.071 3.480
S -2.011 0.871 3.120
O -1.656 0.340 1.851
O -2.176 0.067 4.280
O -3.334 1.790 2.935
H -3.313 3.194 4.429
H -3.670 3.831 2.805
H -1.168 4.122 3.747
H -1.366 3.520 2.083
*
```


(7)
C43H44N6STi | ωB97M-V/def2-TZVPD

Output
- Expectation value of S²: 2.065
- LUMO level (spin up / spin down): 4.05 / 4.04 eV
- Energy relative to the best compared isomer or geometry (same formula, charge and spin): 21.81 kcal/mol
- Gap between HOMO and LUMO (spin up / spin down): 3.792 / 5.190 eV
- Max |F|: 1.43 eV Å⁻¹

ORCA input file:
```
! RIJCOSX wB97M-V def2-TZVPD def2/J DEFGRID3
* xyz -2 3
Ti -0.061 -0.092 -1.582
C 5.303 1.655 3.153
C 4.774 0.219 3.019
C 4.147 -0.221 4.349
C 5.968 -0.694 2.724
C 3.718 0.165 1.917
C 3.804 -0.729 0.828
C 2.834 -0.671 -0.160
N 1.805 0.160 -0.162
C 1.641 0.969 0.932
C 2.625 0.994 1.954
C 0.455 1.738 0.933
C 0.060 2.591 1.999
C -1.076 3.347 1.923
C -1.827 3.260 0.719
C -1.417 2.389 -0.267
N -0.338 1.612 -0.189
C -1.583 4.226 3.057
C -2.913 3.651 3.569
C -0.597 4.282 4.226
C -1.810 5.660 2.555
H 6.074 1.711 3.928
H 4.502 2.347 3.414
H 5.737 1.982 2.206
H 4.892 -0.197 5.152
H 3.759 -1.238 4.263
H 3.319 0.433 4.624
H 6.725 -0.576 3.504
H 6.422 -0.442 1.764
H 5.667 -1.743 2.702
H 4.599 -1.453 0.740
H 2.897 -1.339 -1.011
H 2.497 1.689 2.776
H 0.683 2.609 2.884
H -2.725 3.844 0.568
H -1.997 2.296 -1.175
H -2.757 2.650 3.976
H -3.639 3.575 2.760
H -3.331 4.287 4.356
H -0.449 3.292 4.660
H -0.983 4.942 5.007
H 0.370 4.670 3.896
H -2.591 5.698 1.796
H -0.893 6.059 2.118
H -2.111 6.306 3.386
C 3.628 0.353 -3.993
C 3.498 -0.556 -5.036
C 2.370 -1.351 -5.094
C 1.380 -1.259 -4.107
C 1.509 -0.391 -3.003
C 2.652 0.422 -3.011
C 0.142 -2.035 -4.206
C -0.184 -2.850 -5.299
C -1.384 -3.514 -5.325
C -2.279 -3.400 -4.246
C -3.515 -4.082 -4.195
C -4.326 -3.988 -3.053
C -3.964 -3.219 -1.989
C -2.749 -2.376 -1.986
C -1.862 -2.567 -3.173
N -0.714 -1.909 -3.177
H 4.494 1.006 -3.951
H 4.258 -0.630 -5.807
H 2.270 -2.048 -5.918
H 2.788 1.147 -2.217
H 0.490 -2.942 -6.138
H -1.655 -4.135 -6.173
H -3.806 -4.717 -5.024
H -5.242 -4.569 -3.010
H -4.571 -3.212 -1.091
H -2.163 -2.556 -1.082
S -1.040 3.332 -5.069
C -0.608 2.298 -3.893
N -0.295 1.563 -3.041
C -4.843 -0.029 -0.343
C -4.450 -0.323 -1.793
C -2.998 -0.793 -1.853
N -2.043 -0.022 -1.743
H -5.846 0.402 -0.282
H -4.129 0.676 0.088
H -4.816 -0.942 0.258
H -4.526 0.593 -2.382
H -5.117 -1.073 -2.225
N -0.162 -1.448 -0.425
C -0.570 -2.195 0.586
C -0.086 -3.525 0.799
C -0.568 -4.322 1.816
C -1.538 -3.857 2.704
C -2.002 -2.549 2.550
C -1.532 -1.732 1.543
H 0.668 -3.889 0.110
H -0.182 -5.330 1.936
H -1.927 -4.494 3.490
H -2.745 -2.166 3.244
H -1.890 -0.714 1.434
*
```


(8)
C5H7N3O | ωB97M-V/def2-TZVPD

Output
- LUMO level: 0.31 eV
- Energy relative to the best compared isomer or geometry (same formula, charge and spin): 111.32 kcal/mol
- Gap between HOMO and LUMO: 9.113 eV
- Max |F|: 7.34 eV Å⁻¹
- SMILES: C1=NO[C@@H]2CCNC2=N1

ORCA input file:
```
! RIJCOSX wB97M-V def2-TZVPD def2/J DEFGRID3
* xyz 0 1
C 2.074 0.644 0.047
N 2.258 -0.667 0.089
O 0.957 -1.303 -0.354
C -0.102 -0.713 0.236
C -1.557 -1.227 -0.076
C -2.323 0.198 0.191
N -1.437 1.182 -0.186
C -0.153 0.715 -0.050
N 1.039 1.422 -0.065
H 2.964 1.131 0.724
H 0.162 -0.943 1.153
H -1.705 -1.509 -1.100
H -2.213 -1.814 0.567
H -2.514 0.025 1.421
H -3.347 0.227 -0.315
H -1.661 2.040 -0.566
*
```


(9)
C5H12O | ωB97M-V/def2-TZVPD

Output
- LUMO level: 0.89 eV
- Energy relative to the best compared isomer or geometry (same formula, charge and spin): 70.23 kcal/mol
- Gap between HOMO and LUMO: 9.476 eV
- Max |F|: 0.42 eV Å⁻¹

ORCA input file:
```
! RIJCOSX wB97M-V def2-TZVPD def2/J DEFGRID3
* xyz 0 1
C -0.728 -1.050 1.783
C -0.373 0.229 1.025
C 0.864 -0.211 -1.915
C -0.083 0.931 -2.164
C 1.151 0.405 0.952
O 0.231 -1.324 -1.646
H -0.453 -1.928 1.184
H -1.800 -1.113 2.001
H -0.185 -1.105 2.734
H -0.803 1.109 1.521
H -0.869 0.189 0.047
H 0.171 1.773 -1.509
H -1.164 0.709 -2.056
H 0.115 1.274 -3.185
H 1.518 0.653 1.954
H 1.488 1.201 0.278
H 1.669 -0.507 0.629
H -0.751 -1.235 -1.633
*
```


(10)
C3H6O3 | ωB97M-V/def2-TZVPD

Output
- LUMO level: 1.01 eV
- Energy relative to the best compared isomer or geometry (same formula, charge and spin): 58.61 kcal/mol
- Gap between HOMO and LUMO: 11.479 eV
- Max |F|: 3.25 eV Å⁻¹
- SMILES: C1OCOCO1

ORCA input file:
```
! RIJCOSX wB97M-V def2-TZVPD def2/J DEFGRID3
* xyz 0 1
C 1.373 -0.142 -0.063
O 0.821 1.058 -0.430
C -0.503 1.150 -0.037
O -1.390 0.116 -0.500
C -0.800 -1.070 0.034
O 0.570 -1.248 -0.434
H 1.627 -0.086 0.982
H 2.259 -0.332 -0.593
H -0.671 1.404 1.093
H -1.004 1.911 -0.609
H -1.300 -1.796 -0.499
H -0.983 -0.965 1.057
*
```


(11)
C4H9NO | ωB97M-V/def2-TZVPD

Output
- LUMO level: 0.79 eV
- Energy relative to the best compared isomer or geometry (same formula, charge and spin): 93.89 kcal/mol
- Gap between HOMO and LUMO: 8.043 eV
- Max |F|: 0.57 eV Å⁻¹

ORCA input file:
```
! RIJCOSX wB97M-V def2-TZVPD def2/J DEFGRID3
* xyz 0 1
C 0.466 0.821 1.455
N 0.684 0.200 0.138
C 1.239 -1.010 0.130
C 0.271 0.908 -0.913
C -1.813 -0.804 -0.952
O -2.686 -0.545 -1.744
H 1.253 1.557 1.635
H 0.480 0.053 2.229
H -0.507 1.315 1.456
H 1.556 -1.447 1.065
H -0.904 -1.386 -1.207
H 1.511 -1.442 -0.824
H 0.513 0.557 -1.907
H -0.202 1.863 -0.744
H -1.893 -0.549 0.129
*
```


(12)
C6H10O | ωB97M-V/def2-TZVPD

Output
- LUMO level: 0.92 eV
- Energy relative to the best compared isomer or geometry (same formula, charge and spin): 6.45 kcal/mol
- Gap between HOMO and LUMO: 10.475 eV
- Max |F|: 0.34 eV Å⁻¹
- SMILES: O[C@@H]1C=CCCC1

ORCA input file:
```
! RIJCOSX wB97M-V def2-TZVPD def2/J DEFGRID3
* xyz 0 1
O -0.150 0.816 2.033
C -0.947 0.195 1.022
C -0.510 -1.231 0.793
C 0.482 -1.502 -0.053
C 1.204 -0.432 -0.833
C 0.358 0.831 -1.134
C -0.923 0.992 -0.285
H 0.730 0.425 1.985
H -1.968 0.216 1.418
H -0.984 -2.024 1.370
H 0.831 -2.528 -0.168
H 1.587 -0.858 -1.767
H 2.101 -0.146 -0.265
H 0.994 1.715 -1.026
H 0.060 0.801 -2.187
H -1.068 2.048 -0.033
H -1.797 0.681 -0.870
*
```